The following is a DFT calculation (the ωB97M-V functional and the def2-TZVPD basis) of a structure of composition C30H43Cl5InP2.

Calculated values
electronic energy = -4342.0749 a.u.
max |F| = 0.1510 Eh/bohr
frontier orbital gap (spin up / spin down) = 2.48 / 2.32 eV
highest occupied orbital energy (spin up / spin down) = -8.3 / -8.2 eV
spin multiplicity = 1
total charge = +1

Structure (XYZ):
```
81
Properties=species:S:1:pos:R:3:forces:R:3
H 2.628454 1.107990 -0.555640 0.14 -0.03 -0.05
C 0.782966 -1.800646 3.536429 0.50 0.21 -0.05
C -1.808741 3.736592 -0.062078 -0.49 -0.03 1.46
C 0.691696 1.794092 -3.597100 2.45 -3.11 -2.37
C 1.449290 2.910960 -0.842995 -1.33 0.16 -0.76
H -2.380747 -0.798511 -0.188735 -0.03 0.07 0.03
H -1.775331 -1.477360 -2.697405 0.12 -0.02 -0.31
H 1.441945 2.578436 -3.627307 0.00 -0.11 0.85
H -2.282198 -3.551632 1.435666 0.26 -0.16 0.13
C -0.195588 1.853819 -4.821134 -1.04 -0.35 -0.62
H -3.889778 -2.631527 -3.572860 -0.06 -0.17 0.04
H 2.046144 -0.414408 4.559158 -0.25 -0.07 0.05
H 1.073090 -4.506751 0.055194 0.17 0.02 0.16
H -2.526236 -2.817168 3.670609 0.18 0.18 0.13
C 0.199291 -0.726754 -2.910974 -0.32 -0.33 0.03
H 2.493163 1.437589 1.951909 0.19 0.17 -0.08
H 1.982430 0.449391 -2.497176 -0.40 0.54 0.49
H -3.015855 0.210832 -2.167963 0.17 -0.07 0.90
H 3.310292 2.266563 -1.737618 -0.19 -0.14 0.24
Cl -3.262515 5.812036 0.890392 -0.03 0.14 0.14
H -3.526575 -1.914089 0.602958 0.58 0.14 -0.15
H -0.202392 0.861272 -5.329119 -0.13 0.60 0.52
C 3.167180 -1.964450 2.525460 0.31 0.27 -0.10
H -5.134090 -3.319143 -2.494740 0.24 -0.40 -0.42
C -4.134736 -2.872022 -2.534087 -0.68 0.16 -0.12
H -1.532911 -2.579706 5.121175 0.01 0.13 -0.23
C 3.535823 1.787613 1.938106 0.09 0.12 0.56
C -1.688413 -2.242410 4.083271 -0.49 -0.09 0.05
H 1.061798 3.195274 0.139493 0.23 0.04 -0.02
Cl -1.506546 4.699592 -1.474698 -0.25 0.07 -0.08
H 0.296968 -1.202661 -1.899757 0.03 0.41 -0.77
C -2.473722 3.593223 2.267786 0.40 -0.33 -0.74
H -1.978568 -1.181201 4.125978 0.13 -0.24 -0.03
H 5.476721 2.263617 -1.193179 0.08 0.00 0.27
C -1.317095 -0.644059 -3.244701 0.09 -0.60 0.26
C 1.736080 -2.323579 2.614987 -0.02 -0.04 0.22
H -2.796273 2.544785 -2.662513 -0.03 -0.16 0.22
C -1.801398 2.347822 2.379158 -0.08 0.55 -0.60
H 3.803656 -2.700071 3.042388 -0.20 0.08 -0.11
H 6.264805 2.898962 0.272442 0.06 -0.34 -0.16
H 3.715903 2.364720 2.859615 -0.10 -0.37 -0.17
H 5.642758 1.218780 0.264720 0.08 0.10 -0.21
C -1.231696 1.774220 1.229944 -1.10 1.60 0.50
C -0.465354 -2.437260 3.285297 -0.25 -0.13 -0.10
H 0.815296 -1.193199 5.578596 -0.02 0.06 -0.20
H -3.400458 -3.556479 -2.104578 -0.12 0.08 -0.16
C -1.633352 2.347157 -4.495952 0.30 0.02 -0.07
H -1.594994 -5.023314 2.142745 0.10 0.18 -0.04
C 1.082292 -3.299867 1.818096 0.01 -0.04 0.21
H -1.652769 3.450287 -4.546891 -0.06 -0.45 0.09
H -2.336027 -2.538772 -0.601717 -0.44 0.44 -0.05
H -1.482611 -0.887259 -4.302045 -0.07 0.46 0.01
C -3.000466 -1.690449 -0.349117 -0.23 -0.03 0.65
C -1.316822 2.456012 0.038337 0.12 -0.86 -0.29
C -2.055448 1.892288 -3.112143 -1.69 -0.25 -2.14
H -2.374821 1.963117 -5.212929 0.29 0.16 -0.09
H 1.488255 3.806636 -1.473311 0.32 0.10 0.34
C -0.291428 -3.314899 2.177914 -0.24 -0.21 0.08
In -0.412592 1.713636 -1.794970 0.64 3.88 6.70
C -2.473809 4.304758 1.037861 0.37 -0.75 0.31
P -4.383275 -1.358410 -1.516161 0.91 0.25 -0.30
H 0.251458 2.547474 -5.547278 0.04 -0.17 0.31
C 5.470960 2.238335 -0.096979 0.25 0.26 0.36
Cl -3.254091 4.273292 3.633845 0.01 -0.01 0.04
H 4.215412 0.925165 1.931139 -0.18 0.11 -0.04
C 1.745943 -4.218845 0.871117 0.11 0.01 -0.44
H 0.671736 -1.432850 -3.615593 0.00 0.22 0.08
H 3.364394 -0.984348 2.974482 -0.05 -0.26 -0.13
Cl -0.340151 0.290611 1.295162 0.14 -0.36 0.18
H 3.495240 -1.932103 1.475904 -0.06 -0.02 0.29
C 2.757719 2.177152 -0.787014 0.33 0.25 0.25
C 0.967961 0.586748 -2.871552 1.89 -0.70 -3.41
H 0.341391 0.076881 4.437927 0.15 -0.29 0.00
C -1.355581 -4.129761 1.547167 -0.11 -0.14 -0.29
C 1.015026 -0.783230 4.577389 0.29 0.25 0.16
Cl -1.673156 1.588240 3.918915 -0.12 -0.01 0.14
H -1.047847 -4.468870 0.549231 -0.12 0.03 0.29
C -2.055961 0.553791 -2.663852 -1.31 -0.68 -1.07
H 2.060343 -5.147228 1.376526 -0.12 0.26 -0.04
H 2.646684 -3.762788 0.445556 -0.16 -0.14 0.06
P 3.871847 2.928297 0.523841 -0.20 -0.14 -0.79
```
Positions in Å, forces in eV/Å.